(1)
Computed, not measured: a gas-phase ion, C4H9N2O (charge +1) in a non-equilibrium geometry, with ωB97M-V with the def2-TZVPD basis set.

Geometry as XYZ:
```
16
Properties=species:S:1:pos:R:3:nbo_charge:R:1
C -0.147 1.506 0.250 -0.64
C -0.164 -0.015 0.000 0.17
C 0.904 -0.497 -0.904 -0.63
N -0.649 -0.938 1.048 -0.52
C -1.531 -0.603 -0.109 0.00
N -2.709 0.117 0.292 0.13
O -3.508 0.169 -0.597 -0.16
H 0.854 1.786 0.382 0.24
H -0.626 1.870 1.293 0.24
H -0.596 2.103 -0.494 0.26
H 1.504 0.321 -1.131 0.26
H 0.472 -0.873 -1.811 0.25
H 1.449 -1.271 -0.461 0.24
H -1.147 -0.458 1.872 0.47
H -0.282 -1.831 1.095 0.45
H -1.583 -1.463 -0.781 0.24
```

Strongest force on any atom, eV/Å: 5.0
Net charge: +1
SMILES string: CC1(C)[NH2+][C@H]1N=O

---

(2)
Computed, not measured: 2 unconnected molecules or ions with the total composition CH7N2S, with ωB97M-V with the def2-TZVPD basis set.

Geometry as XYZ:
```
11
Properties=species:S:1:pos:R:3:nbo_charge:R:1
S -2.046 0.074 -0.172 -1.04
H -1.039 0.903 -0.452 0.07
N 1.158 0.021 1.350 -0.88
C 1.486 0.374 -0.033 -0.05
N 1.305 -0.726 -0.967 -0.84
H 0.955 0.863 1.877 0.35
H 0.265 -0.472 1.331 0.39
H 0.962 1.237 -0.456 0.16
H 2.544 0.658 -0.018 0.14
H 1.824 -1.508 -0.564 0.33
H 0.338 -1.028 -0.825 0.39
```

Strongest force on any atom, eV/Å: 1.0
Net charge: -1

---

(3)
Computed, not measured: 7 unconnected molecules or ions with the total composition C33H81N7O3 in a non-equilibrium geometry, with ωB97M-V with the def2-TZVPD basis set.

Geometry as XYZ:
```
124
Properties=species:S:1:pos:R:3:mulliken_charge:R:1
C -3.119 1.075 2.237 -1.25
C -4.326 0.748 1.372 -0.31
N -5.386 0.093 2.145 0.03
C -6.474 -0.214 1.218 -0.26
C -7.162 1.012 0.652 -1.43
C -4.920 -1.141 2.773 -0.12
C -6.036 -1.888 3.507 -1.74
H -3.469 1.721 3.045 0.48
H -2.294 1.593 1.744 0.28
H -2.691 0.154 2.619 0.16
H -4.691 1.694 0.973 0.32
H -4.036 0.144 0.493 0.34
H -6.253 -0.983 0.455 0.33
H -7.276 -0.724 1.765 0.42
H -7.593 1.624 1.448 0.31
H -6.530 1.682 0.066 0.33
H -7.996 0.764 -0.010 0.43
H -4.175 -0.946 3.549 0.37
H -4.349 -1.828 2.123 0.17
H -5.570 -2.509 4.276 0.49
H -6.566 -2.590 2.862 0.32
H -6.713 -1.192 3.997 0.42
C -1.623 3.187 -6.345 -1.47
C -0.668 2.025 -6.164 -0.23
N 0.630 2.419 -5.668 0.24
C 1.310 3.471 -6.394 -0.78
C 1.684 3.132 -7.847 -1.06
C 1.465 1.275 -5.335 -0.36
C 2.565 1.648 -4.344 -1.35
H -2.644 2.814 -6.384 0.43
H -1.346 3.769 -7.227 0.30
H -1.553 3.913 -5.532 0.34
H -1.122 1.324 -5.455 0.27
H -0.642 1.413 -7.086 0.28
H 0.682 4.369 -6.361 0.43
H 2.161 3.847 -5.819 0.43
H 1.801 3.990 -8.503 0.38
H 2.577 2.505 -7.834 0.31
H 0.882 2.511 -8.254 0.26
H 1.910 0.809 -6.228 0.29
H 0.835 0.545 -4.825 0.29
H 2.895 0.807 -3.729 0.31
H 2.160 2.367 -3.627 0.36
H 3.467 2.090 -4.772 0.35
C 5.979 3.332 6.461 -1.33
C 4.728 3.800 5.769 -0.61
N 4.791 3.639 4.326 0.42
C 5.809 4.471 3.687 -0.68
C 7.050 3.650 3.304 -0.85
C 3.460 3.841 3.776 -0.78
C 2.612 2.566 3.774 -1.20
H 6.750 4.078 6.270 0.26
H 6.259 2.338 6.123 0.30
H 5.803 3.262 7.536 0.44
H 3.884 3.227 6.163 0.43
H 4.488 4.846 6.032 0.41
H 5.437 4.904 2.758 0.41
H 6.103 5.303 4.343 0.34
H 7.543 3.301 4.211 0.28
H 6.766 2.810 2.677 -0.02
H 7.791 4.291 2.818 0.41
H 3.484 4.302 2.787 0.48
H 2.901 4.621 4.326 0.30
H 1.933 2.656 2.925 0.21
H 2.023 2.487 4.690 0.48
H 3.212 1.660 3.746 0.34
C -2.664 -5.032 3.858 -0.87
C -2.051 -5.599 2.580 -0.56
N -1.245 -4.626 1.865 0.35
C -1.972 -3.423 1.393 -0.61
C -1.356 -2.165 2.014 0.02
C -0.396 -5.209 0.852 -0.62
C 0.686 -4.298 0.315 -0.61
H -3.343 -5.779 4.271 0.43
H -3.143 -4.081 3.627 -0.03
H -1.917 -4.876 4.637 0.29
H -1.318 -6.347 2.903 0.41
H -2.809 -6.093 1.948 0.38
H -3.041 -3.520 1.577 0.75
H -1.738 -3.411 0.324 -0.72
H -1.468 -2.262 3.096 0.39
H -1.890 -1.306 1.613 -0.43
H -0.289 -2.113 1.815 0.16
H 0.139 -6.065 1.285 0.49
H -1.014 -5.738 0.092 0.27
H 1.319 -4.008 1.160 0.35
H 1.366 -4.843 -0.345 0.52
H 0.413 -3.377 -0.193 -0.42
C -3.708 -3.077 -5.307 -0.82
N -2.729 -3.670 -4.412 -0.20
C -2.095 -2.958 -3.457 0.58
C -1.254 -3.719 -2.456 -0.16
O -2.191 -1.741 -3.369 -0.58
H -4.678 -3.199 -4.812 0.30
H -3.743 -3.644 -6.232 0.30
H -3.538 -2.018 -5.450 0.26
H -2.619 -4.668 -4.411 0.22
H -0.901 -2.986 -1.744 -0.64
H -0.375 -4.190 -2.907 0.42
H -1.798 -4.544 -1.995 0.38
C 4.978 0.562 1.568 -0.96
N 4.662 -0.215 0.380 -0.19
C 3.782 -1.234 0.319 0.82
C 3.596 -1.922 -1.014 -0.93
O 3.148 -1.586 1.306 -0.67
H 4.482 0.081 2.410 0.28
H 4.537 1.554 1.462 0.28
H 6.052 0.607 1.728 0.39
H 5.305 -0.021 -0.368 0.23
H 3.766 -2.980 -0.820 0.26
H 4.384 -1.569 -1.685 0.39
H 2.625 -1.755 -1.468 0.10
C -1.355 0.526 -1.404 -0.73
N -0.403 1.598 -1.297 0.08
C 0.547 1.708 -0.326 0.39
C 0.595 0.640 0.744 0.17
O 1.411 2.571 -0.424 -0.74
H -2.067 0.651 -2.214 0.45
H -1.863 0.376 -0.448 -0.03
H -0.889 -0.437 -1.639 0.19
H -0.289 2.371 -1.935 0.26
H 0.452 -0.311 0.229 -0.24
H -0.242 0.828 1.420 0.05
H 1.541 0.642 1.270 0.03
```

Strongest force on any atom, eV/Å: 1.9
SMILES string: CCN(CC)CC.CCN(CC)CC.CCN(CC)CC.CCN(CC)CC.CNC(C)=O.CNC(C)=O.CNC(C)=O

---

(4)
Computed, not measured: 11 unconnected molecules or ions with the total composition C35H71NO23S4 in a non-equilibrium geometry, with ωB97M-V with the def2-TZVPD basis set.

Geometry as XYZ:
```
134
Properties=species:S:1:pos:R:3:mulliken_charge:R:1
O -1.964 1.462 -13.434 -0.59
S -2.616 2.719 -13.643 1.15
O -3.967 2.886 -13.196 -0.55
O -1.671 3.910 -13.045 -0.07
C -1.944 5.109 -13.748 0.55
C -2.354 4.671 -15.178 -0.20
O -2.390 3.237 -15.134 -0.46
H -2.741 5.707 -13.303 -0.72
H -1.066 5.750 -13.715 0.44
H -1.609 4.931 -15.921 0.26
H -3.348 5.043 -15.403 0.32
O -5.111 1.298 -7.791 -0.60
S -4.240 2.051 -8.651 0.94
O -4.494 2.035 -10.061 -0.46
O -4.087 3.554 -8.109 -0.36
C -2.774 4.030 -8.379 0.69
C -1.917 2.832 -8.024 0.28
O -2.682 1.658 -8.362 -0.36
H -2.538 4.334 -9.399 -0.35
H -2.611 4.820 -7.650 0.18
H -1.700 2.790 -6.958 0.18
H -1.012 2.729 -8.620 -0.22
O 1.515 4.341 -4.818 -0.63
S 1.200 4.368 -6.223 1.03
O 0.228 5.291 -6.727 -0.28
O 2.583 4.421 -7.037 -0.26
C 3.166 3.125 -7.069 -0.25
C 1.928 2.231 -7.349 -0.03
O 0.820 2.849 -6.722 -0.27
H 3.809 3.009 -7.936 -0.02
H 3.624 2.858 -6.120 0.35
H 2.106 1.232 -6.946 0.47
H 1.699 2.124 -8.412 -0.13
O -1.697 7.017 -9.007 0.02
S -0.824 6.829 -10.129 0.13
O -1.328 7.178 -11.429 -0.69
O 0.659 7.491 -9.890 -0.32
C 1.679 6.524 -9.719 0.40
C 1.130 5.256 -10.401 -0.15
O -0.235 5.346 -10.050 0.31
H 2.552 6.864 -10.268 -0.04
H 1.882 6.290 -8.677 0.11
H 1.637 4.366 -10.030 -0.14
H 1.285 5.202 -11.482 0.06
C 3.431 9.636 -8.222 -0.56
N 4.664 9.437 -8.953 -0.18
C 5.172 8.240 -9.282 0.73
C 6.453 8.205 -10.062 -1.14
O 4.614 7.198 -8.937 -0.52
H 3.406 10.625 -7.770 0.40
H 3.374 8.900 -7.418 0.26
H 2.556 9.519 -8.857 -0.03
H 5.198 10.270 -9.130 0.26
H 6.391 8.058 -11.139 0.24
H 7.113 7.419 -9.698 0.20
H 7.044 9.107 -9.874 0.42
C -5.631 8.290 -6.220 -0.78
C -4.330 7.606 -6.638 0.98
C -3.773 7.136 -5.308 -0.39
O -4.928 6.736 -4.595 -0.45
C -6.033 7.560 -4.908 -0.41
H -6.375 8.304 -7.013 0.37
H -5.357 9.319 -5.970 0.27
H -3.632 8.195 -7.235 -0.21
H -4.547 6.730 -7.259 -0.39
H -3.287 7.964 -4.772 0.29
H -3.074 6.303 -5.347 0.19
H -6.257 8.257 -4.098 0.29
H -6.893 6.912 -5.084 0.28
C 5.466 4.946 -11.538 -0.23
C 4.700 3.669 -11.867 0.34
C 5.205 2.666 -10.792 0.14
O 6.367 3.248 -10.251 -0.53
C 6.131 4.639 -10.196 -0.16
H 4.862 5.855 -11.482 0.19
H 6.248 5.201 -12.256 0.27
H 4.793 3.287 -12.883 0.33
H 3.633 3.863 -11.743 -0.59
H 5.451 1.694 -11.217 0.23
H 4.410 2.518 -10.050 -0.27
H 7.058 5.205 -10.088 0.19
H 5.562 4.931 -9.306 0.04
C 2.628 0.348 -12.559 -0.67
C 1.871 1.347 -13.435 -0.78
C 1.152 2.250 -12.453 -0.21
O 1.865 2.124 -11.237 0.24
C 2.144 0.729 -11.149 -0.87
H 3.706 0.500 -12.601 0.08
H 2.452 -0.706 -12.773 0.39
H 1.162 0.918 -14.147 0.41
H 2.564 1.887 -14.085 0.30
H 0.111 1.952 -12.280 0.07
H 1.020 3.262 -12.847 0.20
H 1.251 0.200 -10.790 0.46
H 2.856 0.586 -10.331 0.44
C -5.071 6.659 -10.600 0.58
C -4.724 8.037 -11.089 0.76
C -5.952 8.418 -11.882 -0.60
O -6.327 7.213 -12.536 -0.50
C -6.005 6.079 -11.702 -0.42
H -5.480 6.652 -9.587 0.17
H -4.264 5.927 -10.482 -0.70
H -3.840 8.053 -11.727 -0.56
H -4.488 8.727 -10.274 0.29
H -5.742 9.146 -12.672 0.21
H -6.786 8.877 -11.338 0.30
H -5.566 5.253 -12.255 0.22
H -6.919 5.717 -11.224 0.32
C -2.358 10.024 -15.737 -0.55
C -3.622 9.752 -14.927 -0.61
C -3.507 8.281 -14.552 0.72
O -2.662 7.720 -15.580 -0.39
C -2.161 8.695 -16.457 -0.60
H -1.502 10.130 -15.065 0.20
H -2.427 10.873 -16.414 0.38
H -4.487 9.838 -15.590 0.32
H -3.822 10.355 -14.042 0.38
H -4.519 7.874 -14.502 0.34
H -2.940 8.040 -13.651 -0.74
H -2.699 8.644 -17.417 0.29
H -1.122 8.525 -16.755 0.32
C -0.527 11.022 -6.848 -0.63
C -0.092 10.345 -8.147 0.62
C -1.271 10.445 -9.062 0.00
O -1.931 11.675 -8.690 -0.49
C -1.608 12.024 -7.349 -0.54
H 0.323 11.359 -6.268 0.41
H -1.122 10.258 -6.338 0.10
H 0.222 9.320 -7.948 -0.10
H 0.746 10.886 -8.597 0.11
H -1.978 9.615 -8.937 -0.29
H -1.134 10.571 -10.137 0.23
H -2.527 11.977 -6.765 0.31
H -1.197 13.033 -7.252 0.28
```

Strongest force on any atom, eV/Å: 2.2
SMILES string: O=S1(=O)OCCO1.O=S1(=O)OCCO1.O=S1(=O)OCCO1.O=S1(=O)OCCO1.CNC(C)=O.C1CCOC1.C1CCOC1.C1CCOC1.C1CCOC1.C1CCOC1.C1CCOC1

---

(5)
Computed, not measured: a molecular structure, C22H28CeF3N5O8 in a non-equilibrium geometry, with ωB97M-V with the def2-TZVPD basis set.

Geometry as XYZ:
```
67
Properties=species:S:1:pos:R:3:mulliken_charge:R:1
Ce -0.019 -0.595 0.195 1.03
O -3.103 0.519 -2.859 -0.73
C -2.362 0.656 -1.893 0.31
O -1.850 -0.239 -1.169 -0.34
C -1.946 2.118 -1.512 -0.93
N -1.400 2.181 -0.157 1.38
C -0.645 3.414 0.020 -0.95
C 0.687 3.389 -0.743 -1.76
N 1.378 2.102 -0.637 1.15
C 2.530 2.196 0.255 -1.48
C 2.128 2.238 1.729 -1.36
N 1.513 0.981 2.170 1.30
C 0.714 1.169 3.389 -1.43
C -0.537 0.278 3.440 -1.13
N -1.397 0.404 2.251 1.31
C -2.043 1.724 2.212 -1.29
C -2.502 2.104 0.802 -1.37
C -2.450 -0.623 2.325 -0.82
C -1.953 -2.107 2.049 0.41
O -2.269 -2.946 2.877 -0.71
O -1.353 -2.259 0.957 -0.44
C 2.580 0.004 2.430 -0.86
C 2.029 -1.462 2.581 0.29
O 2.430 -2.113 3.535 -0.74
O 1.241 -1.805 1.665 -0.37
C 1.808 1.629 -1.953 -0.77
C 2.254 0.121 -1.968 0.44
O 2.859 -0.254 -2.963 -0.74
O 1.939 -0.547 -0.948 -0.40
H -2.801 2.797 -1.654 0.37
H -1.178 2.394 -2.233 0.34
H -0.445 3.540 1.085 0.39
H -1.225 4.293 -0.326 0.46
H 1.316 4.208 -0.363 0.36
H 0.495 3.608 -1.796 0.63
H 3.127 3.102 0.032 0.42
H 3.165 1.327 0.074 0.63
H 1.420 3.058 1.872 0.44
H 3.025 2.468 2.329 0.49
H 0.414 2.220 3.467 0.68
H 1.310 0.944 4.287 0.41
H -1.102 0.530 4.357 0.40
H -0.230 -0.769 3.516 0.66
H -1.344 2.478 2.575 0.46
H -2.922 1.741 2.879 0.40
H -3.051 3.065 0.857 0.39
H -3.202 1.351 0.436 0.54
H -3.188 -0.436 1.541 0.41
H -2.950 -0.601 3.307 0.38
H 3.157 0.272 3.331 0.42
H 3.256 -0.034 1.576 0.41
H 2.633 2.237 -2.357 0.38
H 0.969 1.684 -2.651 0.40
F -0.697 -6.747 -3.811 -0.25
C -0.077 -5.688 -4.360 0.72
F 1.169 -6.107 -4.657 -0.25
F -0.685 -5.473 -5.537 -0.28
C -0.075 -4.486 -3.453 0.58
C -0.534 -3.253 -3.890 -1.05
C -0.500 -2.192 -2.995 -0.08
N -0.050 -2.303 -1.752 0.29
C 0.392 -3.484 -1.335 -0.10
C 0.399 -4.609 -2.152 -1.30
H -0.905 -3.118 -4.893 0.49
H -0.867 -1.218 -3.293 0.40
H 0.744 -3.523 -0.305 0.50
H 0.774 -5.552 -1.786 0.47
```

Strongest force on any atom, eV/Å: 3.9

---

(6)
Computed, not measured: 2 unconnected molecules or ions with the total composition CH4O2PS in a non-equilibrium geometry, with ωB97M-V with the def2-TZVPD basis set.

Geometry as XYZ:
```
9
Properties=species:S:1:pos:R:3:nbo_charge:R:1
C 1.260 -0.701 0.096 -0.90
O 0.583 1.907 -0.469 -1.18
O -1.827 0.778 0.316 -0.99
P 1.104 1.084 0.639 1.09
S 2.878 0.108 -0.140 -0.36
H 0.945 -1.009 -0.864 0.20
H 1.523 -1.616 0.698 0.21
H -1.027 1.396 0.004 0.50
H -1.818 0.168 -0.320 0.44
```

Strongest force on any atom, eV/Å: 6.3
Net charge: -1

---

(7)
Computed, not measured: C2H5NO2S in the gas phase in a non-equilibrium geometry, with ωB97M-V with the def2-TZVPD basis set.

Geometry as XYZ:
```
11
Properties=species:S:1:pos:R:3:nbo_charge:R:1
C -0.096 0.047 0.042 0.23
C -0.421 -1.386 0.390 -0.65
N 0.203 0.369 -1.484 -0.83
O 1.392 2.213 0.766 -0.91
O -0.889 0.878 0.800 -0.65
S 0.642 1.113 1.331 1.40
H -0.135 -1.558 1.379 0.22
H -1.458 -1.518 0.426 0.23
H 0.086 -1.923 -0.398 0.23
H -0.434 1.148 -1.602 0.37
H 1.111 0.616 -1.651 0.37
```

Strongest force on any atom, eV/Å: 6.5

---

(8)
Computed, not measured: a molecular structure, C20H22ClIMgN4OSbSe in a non-equilibrium geometry, with ωB97M-V with the def2-TZVPD basis set.

Geometry as XYZ:
```
52
Properties=species:S:1:pos:R:3:nbo_charge:R:1
Mg 0.129 0.578 -0.849 1.70
Cl -2.017 -0.899 -7.148 0.03
C -1.529 -0.125 -5.682 -0.08
C -1.366 1.236 -5.649 -0.21
C -0.980 1.881 -4.468 -0.25
I -0.641 3.944 -4.413 0.17
C -0.772 1.187 -3.284 0.37
O -0.449 1.754 -2.155 -0.96
C -0.895 -0.237 -3.343 0.06
N -0.585 -0.902 -2.195 -0.60
C -0.658 -2.217 -2.182 0.08
C -1.056 -2.962 -3.298 -0.27
C -1.366 -2.312 -4.465 -0.11
C -1.281 -0.906 -4.530 -0.03
H -1.539 1.813 -6.547 0.25
H -0.390 -2.715 -1.256 0.19
H -1.104 -4.039 -3.233 0.24
H -1.672 -2.865 -5.343 0.25
C 1.221 -3.562 3.131 -0.63
C 0.853 -3.249 1.687 -0.69
Sb 0.640 -1.137 1.228 0.81
C -1.416 -0.841 1.866 -0.72
C -1.928 -1.648 3.055 -0.62
C 1.807 -0.176 2.784 -0.70
C 1.024 0.139 4.055 -0.62
H 1.262 -4.643 3.271 0.23
H 0.491 -3.165 3.836 0.21
H 2.201 -3.159 3.387 0.21
H -0.105 -3.697 1.416 0.22
H 1.609 -3.634 1.003 0.23
H -2.002 -1.085 0.975 0.22
H -1.533 0.231 2.040 0.21
H -1.808 -2.719 2.891 0.21
H -2.993 -1.458 3.202 0.23
H -1.419 -1.381 3.979 0.21
H 2.212 0.733 2.336 0.22
H 2.649 -0.835 2.995 0.23
H 0.151 0.758 3.840 0.20
H 1.651 0.681 4.765 0.23
H 0.689 -0.778 4.539 0.21
Se 3.194 2.657 -1.621 1.16
N 2.910 4.091 -0.687 -0.59
C 1.895 3.856 0.134 0.12
C 1.309 4.745 1.066 -0.11
C 0.220 4.294 1.758 -0.26
C -0.307 2.999 1.524 0.14
N 0.220 2.134 0.689 -0.57
C 1.325 2.544 0.023 0.26
N 1.921 1.734 -0.842 -0.79
H 1.708 5.742 1.199 0.25
H -0.274 4.932 2.476 0.25
H -1.206 2.681 2.038 0.22
```

Strongest force on any atom, eV/Å: 1.2
Net charge: +1

---

Number 1: HOMO level -14.467 eV, gap between HOMO and LUMO 9.308 eV. Number 2: HOMO level -2.825 eV, gap between HOMO and LUMO 7.154 eV. Number 3: HOMO level -8.102 eV, gap between HOMO and LUMO 8.599 eV. Number 4: HOMO level -9.369 eV, gap between HOMO and LUMO 9.420 eV. Number 5: HOMO level -9.748 eV, gap between HOMO and LUMO 7.293 eV. Number 6: HOMO level -3.808 eV, gap between HOMO and LUMO 7.584 eV. Number 7: HOMO level -9.632 eV, gap between HOMO and LUMO 10.327 eV. Number 8: HOMO level -10.052 eV, gap between HOMO and LUMO 5.323 eV.